[1]
{
  "formula": "C5H8FIN2",
  "method": "ωB97M-V with the def2-TZVPD basis set",
  "orbital_gap_ha": [0.257, 0.251],
  "charge": 0,
  "e_tot_ev": -19108.197,
  "multiplicity": 1,
  "de_lowest_kj_mol": 219.2,
  "homo_energy_ha": [-0.260, -0.258],
  "elements": ["C", "C", "C", "C", "C", "N", "N", "F", "I", "H", "H", "H", "H", "H", "H", "H", "H"],
  "xyz": [[0.285521, -0.829907, -0.077816], [-2.277081, -1.297275, 0.011107], [0.902245, -2.172807, -0.129831], [0.931012, 2.465407, 0.680268], [0.784913, 1.575473, -0.498356], [-2.707376, -2.445477, -0.151472], [0.316198, 0.354897, -0.243696], [2.131121, 1.589195, -1.191945], [-2.885311, 0.793220, -0.028600], [2.012494, -2.167115, -0.182528], [0.693579, -2.729562, 0.817917], [0.445542, -2.753893, -0.821737], [-0.050592, 2.429392, 1.325505], [1.721381, 2.176787, 1.423136], [1.206805, 3.565557, 0.331562], [0.179900, 2.025020, -1.276008], [-3.690350, -2.578913, 0.012494]],
  "forces_ev_per_angstrom": [[-1.9, 0.5, -0.6], [3.7, -1.2, -0.6], [1.8, 1.2, 3.6], [-0.5, 2.3, 2.2], [2.3, 2.4, -1.8], [0.0, 1.5, 1.0], [-0.2, -3.8, 0.9], [-1.4, -0.6, 1.0], [-0.8, 0.3, 0.1], [-0.6, 0.3, -0.4], [-0.1, 0.7, -0.5], [-1.3, -1.5, -2.6], [1.7, 0.4, -1.5], [-0.5, -0.1, -1.0], [-0.9, -2.4, 0.7], [-0.2, 0.1, -0.1], [-0.9, -0.3, -0.4]]
}

[2]
{
  "formula": "C3H11N3",
  "method": "ωB97M-V with the def2-TZVPD basis set",
  "orbital_gap_ha": [0.121, 0.354],
  "charge": -1,
  "e_tot_ev": -7758.189,
  "multiplicity": 2,
  "s_squared": 0.7505,
  "de_lowest_kj_mol": 0.0,
  "homo_energy_ha": [0.041, -0.202],
  "elements": ["C", "C", "N", "H", "H", "H", "H", "H", "H", "H", "N", "C", "N", "H", "H", "H", "H"],
  "xyz": [[-0.820993, -0.897138, -2.000508], [0.666253, -0.811478, -1.776524], [1.283350, 0.200381, -2.654114], [-0.984007, -0.952074, -3.071661], [-1.190007, -1.843942, -1.586094], [-1.372364, -0.059192, -1.571526], [0.974073, -0.594778, -0.740316], [1.100058, -1.777155, -2.027515], [0.673235, 1.002880, -2.730084], [2.158147, 0.505314, -2.247801], [-0.286080, -0.283262, 2.873017], [-0.447806, 1.035426, 2.763749], [-0.059102, 1.890344, 3.640094], [-0.760826, -1.010451, 2.345876], [0.244049, -0.618084, 3.662168], [-0.894408, 1.393987, 1.838153], [-0.283571, 2.819223, 3.283084]],
  "forces_ev_per_angstrom": [[0.1, -0.4, 0.2], [0.8, 0.4, 0.1], [-0.1, -0.3, -0.4], [-0.2, 0.1, -0.3], [-0.2, 0.3, 0.2], [0.0, 0.0, 0.0], [-0.6, -0.2, 0.0], [0.1, -0.2, -0.1], [0.0, 0.1, 0.2], [0.0, 0.2, 0.0], [0.5, -1.2, 0.7], [-0.2, 1.3, -0.3], [0.0, -0.2, 0.1], [-0.1, 0.6, -0.4], [-0.1, 0.1, 0.1], [-0.3, -0.5, -0.1], [0.1, -0.1, 0.0]]
}

[3]
{
  "formula": "C31H35ClHfN2Si2",
  "method": "ωB97M-V with the def2-TZVPD basis set",
  "orbital_gap_ha": 0.159,
  "charge": 2,
  "e_tot_ev": -65263.211,
  "multiplicity": 1,
  "de_lowest_kj_mol": 271.2,
  "homo_energy_ha": -0.454,
  "elements": ["C", "C", "C", "H", "C", "C", "H", "H", "H", "H", "Hf", "Si", "C", "C", "H", "C", "H", "C", "H", "C", "H", "C", "H", "C", "C", "H", "C", "H", "C", "H", "C", "H", "C", "H", "H", "Si", "C", "C", "H", "C", "H", "C", "H", "C", "H", "C", "H", "C", "C", "H", "C", "H", "C", "H", "C", "H", "C", "H", "H", "Cl", "N", "C", "C", "N", "H", "H", "H", "H", "H", "H", "H", "H"],
  "xyz": [[0.700520, -0.426426, 4.165582], [0.000673, 0.772923, 3.797206], [-0.904922, 0.422958, 2.657244], [-0.242046, 1.587567, 4.481108], [-0.136416, -0.724473, 2.024439], [0.611729, -1.356047, 3.070578], [1.004339, -2.378173, 3.061908], [1.108632, -0.648969, 5.152466], [-1.883909, 0.046495, 3.022886], [-0.565109, -1.265655, 1.162447], [1.780053, 0.510336, 2.261479], [-2.384077, -1.153634, -0.282027], [-3.007199, 0.553692, -0.653707], [-2.127407, 1.613064, -0.317174], [-1.093623, 1.386392, -0.030546], [-2.524085, 2.948388, -0.365584], [-1.839784, 3.725970, -0.010241], [-3.777526, 3.273292, -0.898009], [-4.061626, 4.322245, -1.006035], [-4.652416, 2.246176, -1.275320], [-5.627009, 2.499602, -1.694195], [-4.298945, 0.903046, -1.105629], [-5.022113, 0.114869, -1.305767], [-2.666424, -2.556027, -1.447992], [-3.748832, -2.536614, -2.354406], [-4.343641, -1.628063, -2.463615], [-4.072146, -3.679561, -3.094623], [-4.951194, -3.667701, -3.743221], [-3.279151, -4.829813, -3.007182], [-3.531142, -5.713787, -3.597379], [-2.159084, -4.838096, -2.165646], [-1.515984, -5.717799, -2.123925], [-1.871575, -3.729871, -1.369327], [-1.031465, -3.764183, -0.675997], [-1.219407, 1.246166, 1.995439], [1.613680, 0.387298, -0.113889], [1.987376, -1.072060, -1.211285], [2.219783, -0.883773, -2.585906], [2.400189, 0.127318, -2.961291], [2.130918, -1.961746, -3.472169], [2.221130, -1.777801, -4.541828], [1.912509, -3.256113, -2.990092], [1.798305, -4.091944, -3.687516], [1.844618, -3.463280, -1.608883], [1.750732, -4.476031, -1.217660], [1.870106, -2.382375, -0.719173], [1.758667, -2.549890, 0.355271], [1.213392, 1.722273, -1.362003], [0.159406, 1.465306, -2.261674], [-0.468517, 0.574657, -2.137847], [-0.104447, 2.339956, -3.316717], [-0.986489, 2.180983, -3.936993], [0.782162, 3.387923, -3.588819], [0.662060, 3.991080, -4.490137], [1.811779, 3.669327, -2.685608], [2.488321, 4.507874, -2.868091], [1.975174, 2.888243, -1.532921], [2.738379, 3.152805, -0.799984], [-2.887015, -1.520559, 0.963341], [3.819123, 1.141842, 0.671381], [2.363329, 2.495606, 3.238061], [2.877711, 2.293088, 4.637876], [3.654376, 0.998647, 4.824544], [3.541064, 0.046713, 3.630619], [3.081322, 2.981204, 2.685307], [1.596596, 3.178163, 3.255527], [3.517572, 3.150190, 4.890737], [2.015234, 2.320299, 5.312455], [4.718811, 1.227498, 4.993700], [3.289014, 0.465732, 5.713474], [4.410105, 0.109750, 3.084111], [3.555852, -0.926525, 3.968854]],
  "forces_ev_per_angstrom": [[-1.4, -1.0, -0.6], [0.8, -0.2, 0.3], [-2.0, -0.4, -0.1], [0.2, -0.4, -0.1], [-0.2, 0.4, -0.8], [0.0, 0.1, 1.6], [0.0, 0.5, 0.0], [0.2, 0.1, -0.5], [-0.1, 0.1, 0.1], [0.3, -0.2, 0.3], [1.1, 0.4, 3.5], [-2.8, 0.1, -2.2], [1.1, 1.1, 0.1], [-0.2, -0.1, 0.1], [-0.5, 0.2, 0.0], [0.0, -0.1, -0.2], [-0.3, -0.3, -0.3], [0.2, -0.3, 0.2], [0.0, -0.4, 0.0], [0.2, 0.0, 0.1], [0.2, -0.1, 0.2], [0.2, -0.2, 0.0], [0.0, 0.3, -0.1], [1.1, -0.6, -0.2], [0.1, 0.2, -0.1], [0.1, -0.3, -0.1], [0.0, 0.1, 0.2], [0.3, 0.0, 0.2], [0.1, 0.4, 0.2], [0.1, 0.3, 0.2], [0.0, 0.2, 0.2], [-0.2, 0.2, 0.1], [-0.3, 0.0, -0.1], [-0.1, -0.1, -0.2], [0.6, -0.1, 0.1], [0.9, 0.6, -4.0], [0.0, -0.2, 0.1], [-0.4, -0.2, -0.2], [-0.1, -0.4, 0.0], [0.1, 0.2, 0.2], [0.0, -0.1, 0.2], [0.0, 0.3, 0.2], [0.1, 0.3, 0.3], [0.0, -0.1, 0.2], [0.0, 0.2, -0.1], [-0.2, -0.1, -0.5], [0.0, -0.1, -0.2], [-0.3, 0.2, -0.2], [0.2, 0.4, -0.2], [0.3, 0.3, -0.2], [0.1, -0.2, 0.0], [0.3, 0.0, 0.0], [0.0, 0.0, 0.4], [0.0, -0.1, 0.3], [-0.1, 0.0, 0.2], [-0.3, -0.3, 0.1], [-0.1, -0.1, -0.4], [-0.1, -0.1, -0.3], [0.4, -0.5, 2.1], [-0.6, -0.4, 0.1], [0.2, 1.1, -0.2], [-0.5, 0.9, -0.1], [0.6, -0.9, -0.2], [1.3, -0.3, 0.6], [-0.1, -0.4, 0.1], [0.2, -0.3, 0.3], [-0.2, -0.3, 0.0], [0.2, 0.0, -0.2], [-0.4, -0.2, -0.1], [0.1, 0.2, -0.3], [-0.3, 0.2, 0.2], [-0.1, 0.6, 0.0]]
}

[4]
{
  "formula": "C26H40N6S4Ti",
  "method": "ωB97M-V with the def2-TZVPD basis set",
  "orbital_gap_ha": 0.213,
  "charge": 4,
  "e_tot_ev": -102972.459,
  "multiplicity": 1,
  "de_lowest_kj_mol": 146.5,
  "homo_energy_ha": -0.704,
  "elements": ["Ti", "C", "C", "N", "C", "C", "N", "C", "C", "N", "C", "C", "N", "C", "C", "C", "C", "C", "C", "C", "N", "H", "H", "H", "H", "H", "H", "H", "H", "H", "H", "H", "H", "H", "H", "H", "H", "H", "H", "H", "H", "H", "H", "H", "C", "C", "S", "C", "C", "S", "C", "C", "S", "H", "H", "H", "H", "H", "H", "H", "H", "H", "H", "H", "H", "S", "C", "N", "C", "C", "C", "C", "H", "H", "H", "H", "H"],
  "xyz": [[-0.117792, 0.216922, -0.270479], [3.867140, -0.111193, -2.152651], [2.432808, -0.011430, -1.772204], [1.979620, 0.320699, -0.602559], [2.928602, 0.714917, 0.490514], [2.466518, 2.017527, 1.122824], [1.043789, 2.041608, 1.466019], [0.567569, 1.430978, 2.711730], [-0.923844, 1.222649, 2.599510], [-1.308965, 0.262207, 1.494563], [-2.769583, 0.402761, 1.186847], [-3.110757, -0.466420, 0.001157], [-1.989012, -0.392387, -0.970464], [-2.175830, -0.642139, -2.224836], [-3.496874, -0.968935, -2.823205], [-0.921074, -0.599425, -3.012548], [-0.780786, -0.931913, -4.343855], [0.493310, -0.912626, -4.900910], [1.589737, -0.613722, -4.099810], [1.376374, -0.313435, -2.770316], [0.137837, -0.271057, -2.259103], [4.495712, -0.428722, -1.325415], [4.231152, 0.866810, -2.492962], [4.003702, -0.809944, -2.973849], [3.937545, 0.832624, 0.110111], [2.938196, -0.073758, 1.234114], [2.664236, 2.846078, 0.445709], [3.049216, 2.195421, 2.026170], [0.472759, 1.843079, 0.649965], [0.765098, 2.120630, 3.533348], [1.086510, 0.506345, 2.947701], [-1.400723, 2.170558, 2.355470], [-1.349541, 0.866837, 3.537119], [-1.182996, -0.711114, 1.833680], [-2.945463, 1.447948, 0.954766], [-3.365105, 0.133918, 2.057905], [-4.049884, -0.147961, -0.443876], [-3.216060, -1.509134, 0.299763], [-3.950497, -1.825214, -2.316123], [-3.438541, -1.186408, -3.884991], [-4.180484, -0.124591, -2.691175], [-1.634946, -1.202348, -4.949051], [0.633268, -1.147985, -5.949561], [2.588008, -0.619296, -4.517597], [-1.730613, -4.175270, 1.246385], [-1.400470, -3.851287, -0.213164], [-0.087465, -2.673754, -0.662962], [1.425748, -3.382001, 0.016676], [1.558253, -3.365601, 1.533405], [1.192613, -1.744275, 2.244729], [0.347609, -2.178296, 3.796327], [-0.872071, -3.105843, 3.721091], [-2.049216, -2.787497, 2.380767], [-0.954902, -4.795892, 1.683744], [-2.635465, -4.781520, 1.240654], [-2.278007, -3.467547, -0.737164], [-1.115290, -4.769801, -0.729556], [2.233081, -2.819727, -0.453650], [1.500040, -4.406222, -0.354495], [2.578992, -3.631285, 1.808621], [0.897951, -4.091478, 1.994555], [0.084703, -1.218705, 4.244729], [1.105581, -2.618916, 4.444908], [-1.429087, -3.010723, 4.652221], [-0.571492, -4.150066, 3.660626], [-1.003260, 2.394979, -1.067373], [-0.278374, 3.950462, -0.636105], [-1.062364, 4.801116, 0.070345], [-0.725174, 6.076479, 0.346978], [0.482346, 6.571168, -0.086047], [1.308912, 5.736404, -0.823457], [0.922880, 4.424885, -1.103447], [-1.977968, 4.479102, 0.361403], [-1.449927, 6.658488, 0.900673], [0.753489, 7.594806, 0.131865], [2.251625, 6.112372, -1.202919], [1.537371, 3.786090, -1.721811]],
  "forces_ev_per_angstrom": [[0.1, -0.4, 0.8], [0.0, 0.1, -0.1], [0.0, 0.0, 0.0], [0.2, 0.0, 0.1], [-0.3, -0.1, -0.2], [-0.3, 0.1, 0.1], [0.5, -0.8, 0.1], [0.0, 0.2, -0.2], [-0.1, -0.2, -0.2], [-0.2, 0.2, 0.0], [0.4, 0.0, 0.0], [0.2, 0.0, -0.2], [-0.5, 0.2, -0.1], [-0.1, 0.0, -0.1], [0.0, 0.0, 0.0], [-0.1, 0.0, 0.2], [0.0, 0.0, -0.3], [0.0, 0.0, -0.1], [0.1, -0.1, -0.3], [0.0, 0.2, 0.2], [0.0, -0.1, -0.5], [0.0, 0.0, 0.0], [0.0, 0.0, 0.0], [0.0, 0.0, 0.0], [0.0, 0.0, -0.1], [0.0, -0.2, 0.1], [0.0, 0.1, 0.0], [0.0, 0.0, 0.0], [-0.3, 1.2, 0.1], [0.0, 0.1, 0.0], [0.1, 0.0, 0.1], [0.0, 0.1, 0.0], [0.0, 0.0, 0.0], [-0.1, 0.0, 0.0], [-0.1, 0.1, 0.0], [0.0, -0.1, 0.0], [0.0, 0.0, -0.1], [0.0, -0.1, 0.0], [0.0, 0.0, 0.0], [0.0, 0.0, 0.0], [0.0, 0.0, 0.0], [0.0, 0.0, 0.0], [0.0, 0.0, 0.0], [-0.1, 0.0, 0.0], [0.1, 0.0, -0.2], [-0.2, 0.2, 0.3], [0.2, 0.3, 0.1], [0.0, -0.1, 0.1], [0.1, 0.0, 0.0], [0.1, -0.1, -0.2], [-0.1, 0.0, 0.0], [0.2, 0.1, 0.0], [0.1, -0.1, 0.0], [0.0, 0.0, 0.0], [0.0, -0.1, -0.1], [0.0, 0.0, 0.0], [0.0, 0.0, 0.0], [0.0, 0.0, 0.0], [0.0, 0.0, 0.0], [0.0, -0.1, 0.0], [0.0, 0.0, 0.0], [0.0, 0.0, 0.0], [0.0, 0.0, 0.1], [0.0, 0.0, 0.1], [0.0, 0.0, 0.0], [0.1, -0.6, 0.1], [-0.1, 0.0, 0.1], [0.0, 0.1, 0.0], [-0.1, -0.2, 0.0], [0.1, 0.0, 0.0], [0.0, 0.0, 0.0], [0.2, 0.0, -0.1], [0.0, 0.0, 0.0], [0.0, 0.0, 0.0], [0.0, 0.0, 0.0], [0.0, 0.0, 0.0], [0.0, 0.0, 0.0]]
}